104
Properties=species:S:1:pos:R:3:forces:R:3 method="wB97M-V/def2-TZVPD" smiles="NC(N)=O.NC(N)=O.NC(N)=O.NC(N)=O.CC(C)O.CC(C)O.CC(C)O.CC(C)O.CO.CO.CO.CO" total_charge=0 homo_lumo_gap_ha=0.296 de_lowest_ev=11.7172 max_force_ha_per_bohr=0.227 lumo_ev=-0.28 mol_weight_da=608.8
N -3.99491 -2.87020 1.90748 -6.5 -1.7 1.8
C -2.98591 -3.06220 1.15948 7.4 -4.2 -2.7
N -2.58491 -1.93220 0.56648 1.2 1.3 -3.2
O -2.19091 -4.21320 1.09848 -4.5 5.7 0.2
H -4.34791 -3.81820 2.05248 -0.6 0.5 1.0
H -4.77091 -2.17720 1.65248 1.9 -1.1 0.6
H -1.86691 -2.16820 -0.14652 -0.5 0.9 0.7
H -3.26591 -1.16120 0.27448 1.2 -1.7 1.1
N -4.16491 1.94480 -0.19152 -3.9 1.7 -2.0
C -3.42191 1.35680 0.72548 -4.8 -4.3 6.7
N -2.18791 1.37280 0.43048 4.9 -0.1 -0.1
O -3.96691 0.66280 1.83848 2.3 3.6 -6.3
H -5.17891 1.96680 -0.06252 0.7 -0.1 0.4
H -3.92191 2.38680 -1.09252 0.5 -0.7 1.2
H -1.45191 0.94780 0.95548 0.1 -0.4 1.0
H -1.81091 2.11380 -0.15552 -0.4 -0.4 0.4
N -0.02191 2.93980 -2.13952 2.4 -0.7 -3.3
C -0.37591 3.53580 -1.02752 7.4 1.1 5.5
N -1.65391 3.62580 -0.96752 -4.3 2.6 3.1
O 0.55409 3.78980 -0.02252 -5.3 -1.1 -5.0
H 0.97809 2.75880 -2.20552 0.2 0.1 -0.2
H -0.49491 3.04680 -3.05952 0.5 0.2 1.0
H -2.11191 3.99780 -0.10552 0.6 -0.1 -1.4
H -2.18691 3.36880 -1.76552 -0.5 0.1 -0.4
N -3.61091 -0.02020 -3.09952 -2.7 -1.9 2.6
C -2.55991 0.72980 -3.24852 0.8 1.5 -10.2
N -1.84491 0.94580 -2.24552 3.6 1.6 5.5
O -2.21391 1.11780 -4.50452 -1.4 -0.9 4.9
H -4.23991 -0.23420 -3.82252 -0.4 0.0 -1.1
H -3.91491 -0.27620 -2.14952 0.2 0.2 -0.9
H -0.95991 1.54980 -2.29052 -1.4 -1.4 0.0
H -2.17991 0.74880 -1.26452 0.7 -0.1 -1.6
C 4.54409 0.09880 1.36248 0.5 -0.3 0.7
C 3.88209 1.44780 1.39848 9.0 1.9 -4.4
C 3.88509 2.05580 -0.03152 2.2 -0.3 0.8
O 2.71509 1.50480 1.83048 -8.7 -0.3 4.1
H 5.48909 0.03780 0.79748 -0.6 0.5 -0.2
H 3.81909 -0.58020 0.93148 0.1 -0.7 0.2
H 4.88409 -0.15020 2.37448 -0.6 -0.5 -0.1
H 4.46309 2.10080 2.04948 1.1 0.1 -0.1
H 3.28209 1.45580 -0.66152 0.0 -1.1 -0.9
H 4.94109 2.20580 -0.35152 -0.8 -0.4 -0.3
H 3.40009 2.98580 -0.13552 -0.6 1.5 0.6
H 2.58609 2.42580 2.08348 -1.0 -0.2 0.1
C 3.08509 4.57880 -2.52652 1.0 0.5 -1.1
C 3.03309 3.40980 -3.44952 3.6 4.7 -4.2
C 4.39909 3.08480 -4.16852 -0.3 0.2 -1.0
O 2.64609 2.35880 -2.87052 -3.2 -6.6 4.4
H 3.26809 5.46380 -3.15552 0.2 -0.1 0.6
H 3.87209 4.35280 -1.84652 0.8 0.5 0.8
H 2.19409 4.70180 -1.97652 -1.2 0.2 0.6
H 2.37209 3.69080 -4.25952 -0.4 0.2 -0.7
H 4.79309 3.99680 -4.60552 0.0 0.2 -0.4
H 4.09209 2.40780 -5.02752 0.8 0.5 1.0
H 5.27509 2.67480 -3.59952 -1.3 0.0 0.0
H 2.08409 1.80580 -3.42452 0.2 -0.2 -0.6
C -2.19691 -5.04320 4.44048 -0.2 -0.1 -1.4
C -1.27691 -3.97720 4.93948 4.3 -7.6 -3.1
C -0.40591 -3.43620 3.85448 3.1 0.1 -1.8
O -1.83391 -3.03220 5.50448 -3.3 8.3 7.5
H -2.69291 -4.66820 3.54548 -0.1 -0.2 -0.1
H -2.94491 -5.43020 5.09348 -0.5 0.2 1.0
H -1.58891 -5.88820 4.17148 0.2 -0.4 -0.5
H -0.68191 -4.44820 5.75048 0.8 -1.0 -0.8
H -0.93391 -2.85120 3.08348 -0.1 0.1 0.9
H 0.08709 -4.17220 3.18748 -0.1 -0.2 0.6
H 0.48009 -2.83020 4.28848 -1.6 -0.6 -0.6
H -1.14291 -2.83520 6.21248 -2.3 0.9 -1.1
C 1.48509 -0.48020 -1.36952 0.0 -1.4 0.6
C 0.53909 -0.43320 -0.11852 0.4 -7.4 -4.5
C 0.81109 -1.69220 0.70748 -0.6 -2.5 -0.1
O 0.61509 0.59280 0.57848 0.4 7.9 4.3
H 1.28109 -1.33520 -2.07152 -0.1 0.8 0.8
H 2.48209 -0.68720 -0.94252 -0.1 0.2 -0.4
H 1.52109 0.44480 -1.91052 -0.1 0.5 -0.3
H -0.47191 -0.40020 -0.45052 -1.1 -1.2 -0.8
H 0.41809 -2.55420 0.09048 1.0 0.4 0.5
H 0.15809 -1.78820 1.58248 0.2 0.6 0.0
H 1.86509 -1.92820 1.10848 -1.3 0.7 -1.1
H 1.50909 0.90480 0.62848 0.8 0.8 0.8
C 0.50509 0.06780 -4.94352 0.0 -1.2 -2.0
O 0.78709 1.42680 -4.82152 0.9 1.1 1.6
H 1.35209 -0.41920 -5.47552 -0.3 -0.1 0.7
H -0.32291 0.04380 -5.65252 -0.3 -0.8 0.4
H 0.25609 -0.44620 -4.00852 0.1 0.4 -0.2
H 0.48509 1.83680 -5.62052 -0.2 0.5 -0.4
C -1.74291 -0.31620 3.44448 -0.6 -0.3 2.4
O -2.75791 -1.29120 3.71648 -0.3 0.9 -0.4
H -0.90791 -0.53320 4.13148 -0.3 0.5 -0.2
H -2.04991 0.75080 3.46548 -0.2 -0.7 0.3
H -1.43791 -0.54420 2.49548 1.4 -0.1 -2.6
H -3.03591 -1.65820 2.85848 0.1 0.7 1.2
C 2.61709 -1.03320 4.26548 0.1 0.7 -1.6
O 1.47709 -0.42320 3.74148 -0.9 0.1 0.2
H 2.85509 -1.91620 3.72548 0.6 -0.9 -1.0
H 2.44209 -1.40320 5.21748 -0.5 -0.1 2.2
H 3.43009 -0.32820 4.21948 0.7 0.0 0.4
H 1.72409 0.06480 2.95348 0.0 0.2 -0.2
C -2.27491 -3.19120 -2.18752 -0.6 -0.6 0.1
O -1.35391 -2.16120 -2.18152 1.7 1.1 1.6
H -1.89291 -3.92120 -1.45952 -0.5 -0.2 -0.5
H -2.22291 -3.44920 -3.20652 -0.6 -1.8 -1.2
H -3.33191 -2.93220 -1.96852 0.6 0.1 0.2
H -1.73391 -1.34420 -2.44552 -0.5 1.0 -0.5

---

99
Properties=species:S:1:pos:R:3:forces:R:3 method="wB97M-V/def2-TZVPD" smiles=COC[C@H](C)N.COC[C@H](C)N.COC[C@H](C)N.CO.CO.CO.CO.CO.CO.CO.CO total_charge=0 homo_lumo_gap_ha=0.343 de_lowest_ev=4.8010 max_force_ha_per_bohr=0.064 lumo_ev=0.27 mol_weight_da=523.8
C -1.48733 -0.22016 -0.02061 1.0 1.2 -1.1
O -0.46891 0.42634 0.78318 -0.7 -0.5 0.2
C -0.18193 1.75000 0.30354 -0.6 -0.5 -0.5
C 0.72684 2.54242 1.23922 0.3 -0.5 0.3
C 0.12414 2.82343 2.61967 0.3 0.1 0.0
N 1.28809 3.76514 0.62882 -0.5 -0.6 0.2
H -2.50531 0.08127 0.22627 0.1 -0.1 0.4
H -1.40292 -1.29189 -0.20052 0.3 -0.2 1.3
H -1.30497 0.11442 -1.04184 -0.3 0.4 -0.4
H 0.26495 1.60918 -0.68062 0.6 0.2 -0.2
H -1.11109 2.26517 0.05989 -0.4 0.3 0.4
H 1.56996 1.86957 1.39578 0.2 -0.1 0.2
H -0.90420 3.18471 2.60955 -0.1 -0.2 -0.3
H 0.69615 3.61405 3.10527 0.2 0.0 0.0
H 0.20279 1.94503 3.26022 -0.2 0.0 -0.1
H 0.81265 4.58171 0.98557 -0.1 0.1 -0.2
H 1.17116 3.71571 -0.37316 0.1 0.3 -0.2
C 7.01336 1.65445 -4.03446 -1.5 0.6 0.2
O 7.17300 2.98938 -4.55831 1.2 -0.6 1.5
C 6.56096 3.20035 -5.77088 -2.1 -1.2 -0.8
C 4.98255 3.13123 -5.69099 1.1 -0.6 -1.7
C 4.36565 3.25659 -7.10042 0.9 -0.9 0.1
N 4.51017 4.19725 -4.91393 -0.1 1.1 1.4
H 7.78841 1.30688 -3.35139 0.6 0.5 -0.6
H 6.75603 0.92308 -4.80061 0.7 -0.1 -0.4
H 6.12176 1.62881 -3.40797 -0.3 0.3 0.2
H 6.81800 4.15065 -6.23881 0.3 0.3 0.5
H 6.90819 2.42840 -6.45764 -0.1 -0.2 -0.4
H 4.65438 2.20398 -5.22130 0.2 -0.3 -0.2
H 4.73715 2.41325 -7.68254 -0.5 -0.2 -0.4
H 4.69674 4.14980 -7.63018 0.1 0.2 0.2
H 3.27847 3.29935 -7.03475 0.0 -0.3 -0.1
H 3.50292 4.17176 -4.98397 -0.2 0.6 0.2
H 4.87462 5.00278 -5.40218 -0.5 0.8 0.3
C -9.56847 -10.58890 -0.36565 -0.6 1.3 -0.2
O -8.94911 -9.53802 0.42185 -1.3 -1.6 -0.4
C -7.55184 -9.66967 0.28728 -2.1 -0.2 0.4
C -6.83726 -8.72207 1.18602 0.8 2.2 -1.5
C -7.16576 -7.21500 1.03536 -0.7 -0.3 0.5
N -5.45922 -8.90217 0.77108 1.1 -0.4 1.1
H -9.35126 -10.38306 -1.41377 0.4 -0.3 -0.2
H -10.65645 -10.52839 -0.33827 0.0 0.4 0.6
H -9.33419 -11.61956 -0.09926 0.6 0.1 0.3
H -7.28004 -10.66519 0.63821 0.3 -0.4 -0.2
H -7.35676 -9.59781 -0.78271 0.7 0.3 -0.1
H -7.00199 -9.00186 2.22653 0.2 0.0 0.0
H -6.56755 -6.56459 1.67349 0.0 -0.5 0.7
H -8.21958 -7.13385 1.30179 0.0 0.5 -0.1
H -6.98443 -6.70270 0.09050 -0.2 -0.8 -0.6
H -5.33791 -9.90414 0.80884 0.8 -0.2 -0.2
H -5.35695 -8.63650 -0.19797 0.0 0.1 -0.1
C -1.57054 9.87408 1.47848 -0.3 -1.0 -0.2
O -1.85013 8.88513 0.48034 0.3 -0.1 -0.2
H -0.49182 9.92710 1.62558 0.0 0.4 -0.5
H -2.04470 10.80549 1.16903 0.4 0.2 0.5
H -1.93177 9.47619 2.42679 -0.4 0.5 0.2
H -2.63799 9.13066 -0.01016 0.0 0.1 0.1
C -3.30415 5.34653 -4.49917 -0.3 0.3 -1.7
O -1.93567 5.24705 -4.17306 -0.4 -0.1 0.7
H -3.41305 5.03576 -5.53824 0.1 -0.3 0.0
H -3.99534 4.73778 -3.91625 0.2 0.0 0.3
H -3.61810 6.38913 -4.54949 -0.2 0.2 0.5
H -1.93947 5.51674 -3.25173 0.7 0.0 0.2
C -0.52656 -5.29846 4.82970 0.2 2.9 1.2
O -1.40117 -6.29916 5.12109 -1.0 -2.4 -0.6
H -0.66616 -4.84692 3.84749 0.4 -0.3 -0.2
H -0.87933 -4.54018 5.52876 0.5 0.8 -0.1
H 0.51386 -5.44608 5.11923 0.2 -0.5 -0.5
H -1.57837 -6.75531 4.29518 -0.2 -0.5 0.2
C 6.69856 3.75903 5.63039 -1.0 -0.2 -0.7
O 6.64719 2.49271 6.25485 0.5 -0.1 0.7
H 7.64051 4.09335 5.19561 0.5 -0.3 0.4
H 6.00015 3.75555 4.79354 -0.2 0.3 -0.1
H 6.33816 4.47790 6.36622 0.2 0.0 -0.1
H 6.74346 1.74275 5.66332 0.1 0.4 -0.3
C 3.75500 -3.61562 -1.77478 1.5 -0.2 -0.7
O 3.55212 -3.03361 -0.54815 -0.9 1.4 1.5
H 4.83089 -3.51177 -1.91541 0.2 -0.8 -0.2
H 3.42519 -4.65168 -1.69783 0.1 -0.1 -0.9
H 3.39363 -3.03266 -2.62193 -0.8 -0.3 0.0
H 2.67666 -2.63979 -0.55496 0.0 0.1 0.4
C -1.89932 -8.53701 -4.72461 0.4 -0.2 -1.2
O -3.17543 -8.16764 -4.40024 -2.4 1.4 1.7
H -1.14754 -8.13650 -4.04452 -0.4 -0.3 0.6
H -1.93612 -9.62550 -4.76859 1.2 0.0 -0.4
H -1.69170 -8.00487 -5.65296 0.6 -0.7 -0.6
H -3.86150 -8.71552 -4.78849 0.4 -0.1 -0.1
C 6.80837 9.24368 0.33176 0.0 0.7 -0.3
O 5.59486 9.38619 -0.44098 1.1 -0.5 0.5
H 6.59645 8.53303 1.13061 0.5 0.2 0.3
H 7.65227 8.91618 -0.27543 -0.1 -0.5 -0.2
H 7.15731 10.21481 0.68281 -0.5 0.0 0.4
H 5.40602 8.44651 -0.49509 -0.9 0.0 -0.7
C -2.60252 2.17531 10.86142 0.7 0.7 0.2
O -3.91810 1.92613 10.40051 0.6 -0.4 0.0
H -1.78354 1.62441 10.39893 -0.3 -0.5 -0.5
H -2.34906 3.21339 10.64639 -0.3 0.1 0.2
H -2.48803 1.98467 11.92850 -0.2 0.2 0.2
H -4.04707 0.99047 10.57233 -0.4 -0.1 -0.2